No. 1
# C27H48BBr16ClFNO4P

A structure of composition C27H48BBr16ClFNO4P (wB97M-V/def2-TZVPD, the OMol25 dataset).

XYZ file:
```
100
C27H48BBr16ClFNO4P wB97M-V/def2-TZVPD
N 0.63428 -1.03381 2.45915
P -0.14999 -2.01631 1.41368
C -0.12493 -1.13332 -0.30359
C 1.36776 -0.72892 -0.70755
C 2.59509 -1.47803 -0.05728
C 4.08669 -1.13744 -0.42203
C 4.45787 -0.01286 -1.43396
C 3.26390 0.73181 -2.10541
C 1.76547 0.37317 -1.76470
O -0.78506 -2.15488 -1.12053
B -2.26843 -2.14478 -0.96799
Cl -3.00733 -3.53495 0.10296
C -3.07411 -2.42262 -2.41069
O -4.46449 -2.80337 -2.06436
O -5.17565 -1.68284 -1.76517
O -2.47159 -0.80082 -0.36795
C -1.26871 -0.01068 -0.06977
C -1.43749 1.22276 -1.07888
C -0.59401 2.45859 -0.44197
F 0.09127 3.21664 -1.46801
H 0.93931 -0.17526 1.97856
H 0.56318 -3.25586 1.32456
H -1.48171 -2.13740 1.93901
H 2.47979 -2.32871 0.69938
H 4.93166 -1.72640 0.06042
H 5.54736 0.24946 -1.66730
H 3.51820 1.56901 -2.86218
H 0.97851 0.96263 -2.33466
H -3.02775 -1.52599 -3.11828
H -2.62687 -3.38026 -2.87292
H -5.37578 -1.69638 -0.79143
H -1.18512 0.36155 1.01654
H -1.17236 1.00752 -2.16694
H -2.54617 1.55052 -1.05597
H 0.17167 2.07428 0.33586
H -1.30622 3.18898 0.10248
Br -0.42019 -3.42070 4.38519
C 1.00434 -4.44718 5.22838
C 1.88756 -5.10368 4.19684
Br 1.03036 -6.67839 3.43025
H 0.52871 -5.15711 5.90517
H 1.57143 -3.71940 5.81190
H 2.80483 -5.47594 4.65702
H 2.14470 -4.44517 3.36692
Br -3.97023 3.85319 -2.09508
C -5.71485 3.00252 -2.23277
C -6.32750 2.78245 -0.87272
Br -5.50273 1.26636 0.02382
H -5.57192 2.08066 -2.79737
H -6.32373 3.69272 -2.81995
H -7.38358 2.52252 -0.96734
H -6.22826 3.63887 -0.20570
Br 2.36897 -7.10483 7.76040
C 1.57360 -8.84273 7.37812
C 0.06715 -8.77550 7.41719
Br -0.59035 -8.73387 9.25226
H 1.99342 -9.54937 8.09426
H 1.92047 -9.09865 6.37527
H -0.36898 -9.67525 6.97981
H -0.33966 -7.89903 6.91283
Br 2.20511 3.69052 -4.27320
C 1.43222 5.01852 -5.47325
C 0.26998 5.71305 -4.81517
Br -1.30184 4.56701 -4.80992
H 1.16424 4.50034 -6.39270
H 2.23776 5.72536 -5.68239
H -0.02106 6.60223 -5.37853
H 0.46272 5.99434 -3.77975
Br 1.06381 9.92121 -4.06264
C 0.69907 9.86362 -5.97648
C -0.64140 10.47759 -6.29727
Br -2.09913 9.26328 -5.85160
H 0.78114 8.82110 -6.28493
H 1.50502 10.43871 -6.43603
H -0.73611 10.65323 -7.37043
H -0.82866 11.40951 -5.76400
Br 7.46188 3.25128 -0.04460
C 6.89454 2.81307 1.76881
C 7.01941 1.33375 2.03816
Br 5.56336 0.33844 1.20151
H 5.87737 3.18834 1.88365
H 7.56244 3.38080 2.41949
H 6.92756 1.12914 3.10695
H 7.95183 0.90504 1.67035
Br -4.70243 -6.71188 9.88522
C -3.91793 -7.12542 11.62039
C -3.74265 -8.61297 11.80107
Br -5.43862 -9.47965 12.21743
H -4.55874 -6.67086 12.37613
H -2.94937 -6.62187 11.62065
H -3.09916 -8.82277 12.65750
H -3.33877 -9.11014 10.91906
Br 2.35013 5.31353 -9.75711
C 1.53015 3.57860 -10.10297
C 0.02456 3.66762 -10.06295
Br -0.62810 3.75643 -8.22896
H 1.94091 2.88110 -9.37272
H 1.87242 3.29720 -11.10054
H -0.42477 2.76498 -10.48119
H -0.37072 4.53915 -10.58476
```

The calculation puts the HOMO energy at -4.92 eV. The lowest unoccupied orbital energy is 1.43 eV. The gap between HOMO and LUMO comes out at 6.36 eV. As for the net charge: -1.



No. 2
# C4H12NO2PS

An isolated molecule of C4H12NO2PS (wB97M-V/def2-TZVPD, the OMol25 dataset).

XYZ file:
```
21
C4H12NO2PS wB97M-V/def2-TZVPD
C 0.06973 -0.61732 2.80262
O 0.78591 0.15418 1.86912
P 0.56937 -0.37082 0.19843
O 0.66420 -1.80875 -0.02890
S 2.11979 0.78822 -0.59728
C 2.44027 -0.25676 -2.05717
N -0.92471 0.27113 -0.14813
C -1.83077 -0.39680 -1.04789
C -1.17839 1.66766 0.11007
H 0.55587 -0.47367 3.76834
H 0.09091 -1.67774 2.53831
H -0.97160 -0.28732 2.86474
H 1.80594 0.05798 -2.88044
H 2.24773 -1.29255 -1.79613
H 3.48341 -0.11847 -2.32100
H -1.46798 -1.40829 -1.21959
H -2.82917 -0.44436 -0.60502
H -1.90217 0.12835 -2.00620
H -2.11964 1.77705 0.65447
H -0.36895 2.06385 0.71975
H -1.23977 2.24444 -0.81808
```

The structure (SMILES) is CO[P@](=O)(SC)N(C)C. The calculation puts the HOMO energy at -9.06 eV. The lowest unoccupied orbital energy is 0.68 eV. For the energy above the lowest of the compared OMol25 structures with the same formula, charge and spin, the calculation gives 0.000 eV. The gap between HOMO and LUMO comes out at 9.74 eV. As for the net charge: 0.



No. 3
# C5H3CrO3

A structure of composition C5H3CrO3 (wB97M-V/def2-TZVPD, the OMol25 dataset).

XYZ file:
```
12
C5H3CrO3 wB97M-V/def2-TZVPD
C -1.04866 -0.04967 0.64355
C -2.35087 -0.10489 0.76279
O -3.50275 -0.14328 0.87258
C 0.16219 0.52080 1.28938
C 0.25657 0.77024 -0.17286
O 1.09842 0.01080 -0.89771
C 0.60367 -1.66899 -1.20139
O 1.46359 -1.97741 -1.95773
Cr 2.52987 -0.22176 -2.23102
H 0.02135 1.42576 1.88843
H 0.85016 -0.24039 1.68257
H -0.08354 1.67878 -0.67858
```

The calculation puts the HOMO energy (spin up / spin down) at -18.69 / -18.78 eV. The lowest unoccupied orbital energy (spin up / spin down) is -11.35 / -10.99 eV. For the energy above the lowest of the compared OMol25 structures with the same formula, charge and spin, the calculation gives 0.443 eV. The gap between HOMO and LUMO (spin up / spin down) comes out at 7.34 / 7.80 eV. As for the net charge: +2. The spin multiplicity is 6.